Computed, not measured: a 3-piece molecular cluster, C4H11IN3 overall, with wB97M-V/def2-TZVPD.

* gap between HOMO and LUMO (alpha / beta): 4.3 / 8.1 eV
* HOMO (alpha / beta): -7.465 / -12.424 eV
* <S²>: 2.008
* LUMO energy (alpha / beta): -0.1155 / -0.1596 Ha
* molar mass: 228.06 g/mol
* charge: +1
* energy relative to the best compared isomer or geometry (same formula, charge and spin): 1.6365 eV
* spin multiplicity: 3
* largest force on an atom: 6.690 eV/Å

Last columns: bonded neighbours and bond lengths (Å).
Geometry (Å):
1 C -0.640 2.206 -0.716  N5 1.122, H9 1.077
2 C -4.204 1.139 -0.053  N7 1.439, H10 1.188, H11 1.022, H12 1.061
3 C 2.664 0.221 0.134  C4 1.357, I8 2.097, H13 1.039
4 C 2.442 1.397 0.774  C3 1.357, N6 1.362, H14 1.173
5 N -1.613 2.012 -0.192  C1 1.122
6 N 3.453 2.304 0.864  C4 1.362, H16 1.004, H17 1.013
7 N -3.498 0.756 1.141  C2 1.439, H15 1.065, H18 1.015, H19 1.085
8 I 1.193 -1.272 0.124  C3 2.097
9 H 0.198 2.518 -1.316  C1 1.077
10 H -3.542 1.007 -1.032  C2 1.188
11 H -4.945 0.483 -0.310  C2 1.022
12 H -4.528 2.143 -0.167  C2 1.061
13 H 3.563 -0.141 -0.240  C3 1.039
14 H 1.386 1.695 1.191  C4 1.173
15 H -2.594 1.307 1.029  N7 1.065
16 H 4.088 2.278 0.087  N6 1.004
17 H 3.061 3.175 1.202  N6 1.013
18 H -3.267 -0.215 0.959  N7 1.015
19 H -4.030 0.659 2.082  N7 1.085